Entry 1:
{"formula": "C19H46NO18P4", "method": "the ωB97M-V functional and the def2-TZVPD basis", "symbols": ["C", "C", "C", "C", "C", "C", "N", "C", "O", "O", "H", "H", "H", "H", "H", "H", "H", "H", "H", "H", "C", "O", "P", "O", "O", "C", "O", "C", "H", "H", "H", "H", "H", "H", "H", "H", "H", "C", "O", "P", "O", "O", "C", "O", "C", "H", "H", "H", "H", "H", "H", "H", "H", "H", "C", "O", "P", "O", "O", "C", "O", "C", "H", "H", "H", "H", "H", "H", "H", "H", "H", "C", "O", "P", "O", "O", "C", "O", "C", "H", "H", "H", "H", "H", "H", "H", "H", "H"], "positions_angstrom": [[1.060, -2.852, -0.958], [1.145, -4.039, -1.092], [0.990, -5.480, -1.458], [-0.444, -5.943, -1.021], [-1.534, -5.521, -2.064], [-2.382, -4.319, -1.599], [-3.620, -4.853, -0.956], [-2.732, -3.345, -2.757], [-3.854, -2.789, -2.716], [-1.933, -3.136, -3.679], [0.825, -1.810, -1.014], [1.092, -5.614, -2.541], [1.761, -6.056, -0.926], [-0.380, -7.038, -0.906], [-0.639, -5.471, -0.045], [-1.028, -5.346, -3.022], [-2.209, -6.391, -2.151], [-1.822, -3.754, -0.834], [-3.329, -5.712, -0.486], [-3.837, -4.232, -0.179], [6.167, -0.840, 0.686], [5.446, -0.411, -0.476], [5.497, -1.367, -1.738], [5.230, -2.775, -1.470], [6.939, -1.095, -2.379], [7.407, 0.248, -2.472], [4.489, -0.655, -2.731], [4.305, -1.258, -4.014], [6.388, 0.033, 1.293], [5.554, -1.532, 1.261], [7.107, -1.323, 0.409], [7.988, 0.493, -1.581], [6.584, 0.957, -2.573], [8.051, 0.326, -3.346], [5.086, -0.916, -4.696], [3.336, -0.950, -4.398], [4.326, -2.346, -3.945], [-4.891, -1.129, -0.931], [-5.762, -0.106, -0.366], [-6.782, -0.564, 0.738], [-6.239, -1.372, 1.826], [-7.956, -1.283, -0.071], [-8.416, -0.695, -1.286], [-7.412, 0.835, 1.179], [-8.425, 0.801, 2.180], [-4.557, -0.793, -1.904], [-4.029, -1.271, -0.282], [-5.420, -2.071, -1.052], [-7.861, -1.117, -2.124], [-8.296, 0.390, -1.281], [-9.472, -0.933, -1.403], [-9.394, 0.607, 1.716], [-8.454, 1.773, 2.670], [-8.216, 0.035, 2.928], [-5.018, 6.604, 0.529], [-4.924, 5.667, -0.544], [-6.148, 5.611, -1.552], [-6.607, 6.905, -2.054], [-7.272, 4.796, -0.772], [-6.898, 3.624, -0.033], [-5.608, 4.602, -2.644], [-6.480, 4.288, -3.732], [-4.358, 6.270, 1.326], [-4.700, 7.588, 0.186], [-6.038, 6.661, 0.915], [-6.680, 3.901, 0.999], [-6.029, 3.130, -0.468], [-7.734, 2.931, -0.042], [-7.152, 3.480, -3.441], [-5.872, 3.959, -4.571], [-7.061, 5.159, -4.036], [7.851, -0.410, 5.908], [7.855, 1.009, 5.715], [8.239, 1.529, 4.269], [7.553, 0.872, 3.161], [9.828, 1.390, 4.205], [10.602, 1.784, 5.339], [7.985, 3.086, 4.409], [8.258, 3.894, 3.261], [7.976, -0.605, 6.971], [6.900, -0.822, 5.574], [8.669, -0.884, 5.363], [10.763, 0.921, 5.986], [10.114, 2.577, 5.906], [11.566, 2.145, 4.985], [9.318, 4.154, 3.239], [7.670, 4.805, 3.340], [7.987, 3.377, 2.340]], "total_charge": -1, "homo_lumo_gap_ha": 0.207, "homo_energy_ev": -4.06}


Entry 2:
{"formula": "C19H48BNO10S", "method": "the ωB97M-V functional and the def2-TZVPD basis", "symbols": ["C", "C", "O", "N", "C", "O", "S", "O", "O", "B", "O", "O", "H", "H", "H", "H", "H", "H", "H", "H", "C", "C", "O", "C", "C", "H", "H", "H", "H", "H", "H", "H", "H", "H", "H", "C", "C", "O", "C", "C", "H", "H", "H", "H", "H", "H", "H", "H", "H", "H", "C", "C", "O", "C", "C", "H", "H", "H", "H", "H", "H", "H", "H", "H", "H", "C", "C", "O", "C", "C", "H", "H", "H", "H", "H", "H", "H", "H", "H", "H"], "positions_angstrom": [[3.131, 1.147, 3.606], [3.304, 0.751, 2.139], [4.014, 1.396, 1.482], [2.670, -0.402, 1.506], [2.586, -1.599, 2.343], [1.474, -0.077, 0.858], [0.298, 0.431, 1.942], [0.270, 1.861, 1.785], [-1.153, -0.099, 1.389], [-2.063, -0.055, 2.489], [-2.123, -1.165, 3.312], [-2.844, 1.048, 2.760], [4.054, 1.054, 4.180], [2.817, 2.196, 3.599], [2.317, 0.593, 4.092], [2.478, -1.417, 3.421], [1.821, -2.293, 1.986], [3.534, -2.141, 2.215], [-1.364, -1.132, 3.912], [-2.262, 1.812, 2.908], [-3.796, -0.279, -3.472], [-2.360, -0.673, -3.777], [-1.505, 0.427, -4.035], [-1.368, 1.370, -2.985], [-0.814, 0.780, -1.700], [-4.214, 0.302, -4.296], [-4.410, -1.167, -3.321], [-3.870, 0.331, -2.571], [-2.345, -1.285, -4.680], [-1.948, -1.295, -2.974], [-2.323, 1.874, -2.803], [-0.681, 2.134, -3.352], [-1.470, 0.013, -1.286], [-0.696, 1.560, -0.946], [0.159, 0.318, -1.880], [3.513, -7.036, 0.294], [2.933, -5.708, 0.752], [3.452, -4.588, 0.058], [3.244, -4.563, -1.345], [1.779, -4.578, -1.747], [4.599, -7.034, 0.399], [3.104, -7.853, 0.891], [3.285, -7.242, -0.752], [3.184, -5.556, 1.803], [1.839, -5.719, 0.692], [3.789, -5.384, -1.823], [3.701, -3.640, -1.702], [1.273, -5.487, -1.419], [1.685, -4.516, -2.832], [1.253, -3.731, -1.302], [3.388, 4.327, 0.144], [3.763, 5.285, 1.261], [5.160, 5.412, 1.465], [5.913, 5.887, 0.365], [5.499, 7.269, -0.112], [3.802, 3.337, 0.337], [2.303, 4.245, 0.063], [3.770, 4.659, -0.824], [3.353, 4.912, 2.201], [3.313, 6.271, 1.097], [5.879, 5.164, -0.458], [6.951, 5.923, 0.701], [4.468, 7.288, -0.467], [6.141, 7.594, -0.932], [5.578, 7.993, 0.702], [-8.505, -1.199, -1.057], [-7.042, -1.570, -1.235], [-6.183, -0.454, -1.388], [-6.155, 0.469, -0.312], [-5.711, -0.139, 1.007], [-8.853, -0.605, -1.904], [-9.117, -2.099, -0.984], [-8.670, -0.610, -0.154], [-6.934, -2.161, -2.145], [-6.698, -2.204, -0.410], [-7.129, 0.959, -0.207], [-5.448, 1.248, -0.600], [-6.393, -0.923, 1.342], [-5.671, 0.624, 1.785], [-4.720, -0.587, 0.906]], "total_charge": 0, "homo_lumo_gap_ha": 0.340, "homo_energy_ev": -9.29}